Density functional theory data (ωB97M-V/def2-TZVPD) for a 2-piece molecular cluster, C11H11N5O5 overall in a non-equilibrium geometry.

CARTESIAN COORDINATES (ANGSTROEM)
N  -3.728  -0.803  2.220
C  -2.666  -0.323  2.110
C  -1.358  0.272  1.996
C  -0.234  -0.533  1.655
C  1.039  0.048  1.774
N  2.272  -0.571  1.927
O  2.654  -1.725  1.875
O  3.176  0.483  2.281
N  2.543  1.702  2.300
C  1.243  1.415  1.999
C  0.084  2.269  2.138
N  0.166  3.711  2.229
O  1.180  4.319  1.835
O  -0.843  4.301  2.686
C  -1.181  1.656  2.225
H  -0.289  -1.620  1.547
H  -2.047  2.273  2.469
C  -0.592  -0.207  -3.444
C  -0.645  0.131  -1.954
N  -0.436  -1.058  -1.181
C  0.471  -2.109  -1.534
C  0.462  -2.306  -3.051
O  0.523  -1.051  -3.722
H  -1.546  -0.706  -3.709
H  -0.425  0.688  -4.061
H  0.106  0.910  -1.725
H  -1.641  0.517  -1.707
H  -0.786  -1.051  -0.241
H  1.499  -1.901  -1.180
H  0.118  -3.029  -1.054
H  1.351  -2.853  -3.397
H  -0.470  -2.849  -3.307

As for the charge: 0. The calculation puts the lowest unoccupied orbital energy at -2.72 eV. For the calculated total energy, the calculation gives -1075.41981 Ha. The calculation puts the energy relative to the best compared isomer or geometry (same formula, charge and spin) at 0.00 kJ/mol. For the HOMO-LUMO gap, the calculation gives 6.04 eV.